{"formula": "C9H11BiCl2NO4Ti", "method": "the ωB97M-V functional and the def2-TZVPD basis", "charge": 4, "e_tot_ev": -73142.1638, "spin_multiplicity": 2, "homo_energy_ha": [-0.782, -0.783], "symbols": ["Bi", "Ti", "Cl", "Cl", "C", "C", "C", "O", "O", "O", "O", "C", "C", "C", "C", "C", "C", "N", "H", "H", "H", "H", "H", "H", "H", "H", "H", "H", "H"], "positions_angstrom": [[0.04127, -1.04589, -5.68118], [-0.01375, -0.16975, -2.18320], [-1.16096, 0.77066, -4.40784], [1.61924, -1.72303, -3.51479], [-0.65743, -1.85543, -1.67558], [0.00390, -0.21917, -8.22082], [0.48318, -2.54073, -8.29574], [-1.00240, -2.83372, -1.11477], [-0.51507, 0.12475, -9.19458], [0.38491, -2.90540, -9.38854], [0.07874, 0.09271, -0.30582], [0.11952, 0.04706, 1.00846], [1.25017, 0.42176, 1.93118], [1.10041, 1.74867, 2.78182], [0.33467, 1.62384, 4.07859], [-1.04599, 1.04538, 3.94895], [-0.97688, -0.36745, 3.32475], [-0.87976, -0.47034, 1.76105], [1.52737, -0.50861, 2.49318], [2.07630, 0.44361, 1.23573], [2.12640, 2.09360, 3.00809], [0.68251, 2.57100, 2.17424], [0.87344, 0.86292, 4.62168], [0.40396, 2.62303, 4.54414], [-1.53949, 1.04023, 4.93207], [-1.63082, 1.75732, 3.38662], [-0.12721, -0.85095, 3.87421], [-1.91714, -0.86582, 3.63861], [-1.63909, -0.91027, 1.23948]], "forces_ev_per_angstrom": [[0.57, -0.65, -0.92], [2.63, 4.51, 1.28], [0.64, -0.77, 0.54], [-1.48, 1.43, -0.44], [-4.13, -10.25, 5.10], [-2.75, 2.77, -3.80], [-0.50, -2.44, -4.64], [2.10, 5.72, -3.58], [2.56, -1.55, 4.21], [0.58, 1.47, 4.83], [-0.21, -0.50, -3.09], [-2.24, -1.40, 5.79], [1.40, 0.18, -1.46], [0.44, 0.30, -0.95], [0.82, -0.23, -0.10], [0.03, 1.01, -0.77], [-0.89, -0.12, 1.04], [1.07, 1.11, -1.74], [-0.70, 0.82, 0.04], [0.83, 0.85, -0.02], [-0.37, -0.39, -0.13], [0.02, -0.48, -0.13], [0.57, 0.23, 0.97], [-0.29, -0.71, 0.23], [0.16, -0.67, -0.27], [-0.64, -0.07, -0.56], [-0.54, -0.18, -1.22], [0.63, -0.16, -0.85], [-0.30, 0.18, 0.63]]}